1.
ORCA calculation (wB97M-V/def2-TZVPD) on a cluster of 7 separate species, CH16NO6 in total.

```
24
Properties=species:S:1:pos:R:3:forces:R:3
C 1.786 1.520 -0.199 1.6188 2.0981 -0.6147
N 0.591 0.931 -0.137 1.1156 -1.5759 -1.6932
H 2.516 1.425 -0.993 -0.5518 -0.4946 -0.2273
H 2.187 2.039 0.637 -0.0615 0.1424 0.7218
H 0.032 1.005 0.655 -0.9277 0.1118 0.7149
H 0.205 0.614 -1.006 -0.5490 0.0465 0.2895
H -0.516 0.447 3.046 -0.2418 -0.4985 -0.1953
H -1.621 -0.634 3.001 -0.9408 -0.0347 0.5962
O -0.837 -0.338 2.569 1.1175 0.4226 -0.2653
H -1.026 1.100 -3.355 0.3018 0.3109 0.0777
H -2.165 0.264 -2.863 0.5244 0.2747 0.5798
O -1.519 0.925 -2.549 -0.9783 -0.0400 -1.0990
H 1.805 -1.197 1.061 -0.2877 0.0128 -0.3443
H 3.139 -0.835 1.572 0.6358 0.0122 0.2396
O 2.477 -0.515 0.962 0.7121 -0.6387 0.7193
H -2.205 2.665 0.161 -0.5760 0.2913 -0.0819
H -1.801 1.706 -0.997 -0.0573 0.0716 -0.3639
O -1.527 2.078 -0.156 -0.5415 0.5172 0.8304
H 0.382 -3.296 1.125 0.7180 -1.7241 -1.1531
H 0.039 -2.212 1.826 0.6720 1.7431 -0.9995
O 0.565 -2.376 0.994 -1.8084 -0.3264 2.0325
H -0.174 -1.673 -1.334 0.0156 -0.3606 0.4545
H -1.480 -2.176 -2.047 -0.1095 -0.8408 0.3096
O -0.857 -1.467 -1.973 0.1997 0.4792 -0.5284
```
Forces are in eV/Å.

Properties
LUMO energy (spin up / spin down) (eV): 0.21 / 0.20
ΔE to the lowest compared entry with this formula, charge and spin (eV): 0.651
HOMO-LUMO gap (spin up / spin down) (eV): 4.07 / 8.78
Multiplicity: 2
Energy (eV): -15068.4632

=====

2.
ORCA calculation (wB97M-V/def2-TZVPD) on a structure of composition C45H47BN8O5P3S3TeTi.

```
114
Properties=species:S:1:pos:R:3:forces:R:3
Ti -0.159 0.187 -0.438 -0.2101 0.2837 2.1057
S -3.767 -1.421 -1.079 0.0279 0.1168 0.1045
P -3.267 -0.624 0.661 0.0776 -0.2755 -0.0985
C -1.658 0.045 0.907 0.0598 0.0547 -0.2494
P -0.983 0.683 2.365 0.0568 0.2374 0.1146
S 0.939 0.986 1.934 -0.1183 -0.0946 -0.2134
C -1.656 2.268 3.022 -0.0321 0.0183 -0.1006
C -0.950 2.818 4.096 0.0214 -0.0022 -0.0462
C -1.338 4.020 4.655 -0.0203 0.0225 0.0317
C -2.449 4.696 4.157 0.0227 -0.0292 0.0095
C -3.161 4.154 3.102 0.0843 0.0171 0.0381
C -2.762 2.947 2.537 0.0469 0.0473 -0.1373
C -1.201 -0.318 3.873 0.0567 -0.1251 -0.0419
C -0.182 -1.158 4.300 0.0724 0.0286 -0.0137
C -0.367 -1.962 5.418 -0.0119 0.0072 -0.0256
C -1.566 -1.928 6.110 -0.0419 0.0015 -0.0197
C -2.585 -1.076 5.695 0.0309 -0.0214 0.0089
C -2.398 -0.269 4.587 -0.0053 -0.0138 -0.0123
C -3.519 -1.959 1.874 0.0717 0.0307 0.0842
C -4.781 -2.338 2.322 -0.0069 0.0115 -0.0379
C -4.927 -3.453 3.135 -0.0088 0.0183 -0.0162
C -3.818 -4.210 3.485 0.0262 0.0214 0.0081
C -2.562 -3.858 3.011 -0.0213 -0.0339 0.0580
C -2.414 -2.737 2.210 0.0391 0.0742 -0.0234
C -4.461 0.705 1.029 -0.1690 -0.1357 0.0150
C -4.733 1.598 -0.009 -0.0287 -0.0470 -0.0584
C -5.528 2.710 0.216 -0.0016 -0.0040 0.0033
C -6.081 2.932 1.473 -0.0084 -0.0554 0.0056
C -5.829 2.039 2.502 -0.0699 -0.0557 -0.0485
C -5.014 0.936 2.283 -0.2074 -0.1484 -0.0400
H -0.079 2.303 4.484 0.0246 -0.0143 -0.0099
H -0.774 4.436 5.480 0.0053 0.0064 0.0105
H -2.754 5.638 4.594 0.0016 0.0249 0.0128
H -4.032 4.663 2.709 0.0032 0.0037 -0.0120
H -3.336 2.537 1.719 0.3064 0.2426 0.0449
H 0.761 -1.174 3.765 -0.0729 -0.0053 0.0392
H 0.431 -2.621 5.735 0.0197 -0.0129 0.0062
H -1.712 -2.562 6.976 -0.0098 -0.0137 0.0218
H -3.520 -1.039 6.238 -0.0149 -0.0013 0.0097
H -3.180 0.414 4.282 0.0443 0.0072 0.0302
H -5.657 -1.782 2.011 -0.0135 0.0438 0.0077
H -5.912 -3.739 3.483 -0.0165 0.0059 0.0106
H -3.934 -5.078 4.122 -0.0043 -0.0202 0.0024
H -1.690 -4.446 3.264 0.0455 0.0100 -0.0086
H -1.431 -2.468 1.841 0.0065 -0.0037 0.0460
H -4.313 1.409 -0.992 0.0019 -0.0087 0.0153
H -5.721 3.402 -0.594 -0.0035 0.0158 -0.0096
H -6.707 3.798 1.645 -0.0116 0.0256 0.0044
H -6.252 2.208 3.485 0.0026 0.0067 0.0172
H -4.804 0.260 3.101 -0.0422 -0.0525 -0.0278
N 6.466 -4.935 -1.266 0.0835 -0.0164 -0.0084
C 5.350 -4.395 -0.619 -0.0111 -0.0088 -0.0304
C 5.224 -3.016 -0.462 0.0048 0.0333 -0.0065
C 4.145 -2.485 0.222 -0.0190 -0.0665 0.0161
C 3.175 -3.331 0.740 0.0758 -0.0371 0.0103
C 3.287 -4.703 0.588 0.0253 0.0163 -0.0717
C 4.374 -5.235 -0.083 -0.0335 0.0096 0.0075
S 1.836 -2.637 1.656 -0.0821 0.0568 -0.0614
O 2.432 -1.677 2.542 0.0316 -0.0139 -0.0082
O 1.082 -3.723 2.231 0.0420 0.0079 0.1422
N 0.915 -1.827 0.580 0.1728 -0.2233 -0.0570
C 0.399 -2.538 -0.423 -0.0691 -0.1496 -0.1256
N -0.333 -1.746 -1.246 0.0853 -0.2760 -0.2479
C -0.894 -2.280 -2.327 -0.1078 0.1179 -0.0147
C -0.731 -3.612 -2.626 0.0351 -0.0648 0.0392
C 0.037 -4.350 -1.730 -0.0573 0.0050 -0.1221
N 0.597 -3.849 -0.648 -0.0398 -0.0163 0.0700
H 6.932 -4.305 -1.901 -0.0372 -0.0226 0.0046
H 6.319 -5.845 -1.674 -0.0073 0.0348 -0.0008
H 5.977 -2.356 -0.877 0.0126 0.0081 0.0001
H 4.052 -1.416 0.353 -0.0111 0.0513 0.0065
H 2.509 -5.337 0.986 -0.0215 -0.0205 0.0297
H 4.469 -6.308 -0.202 0.0024 -0.0152 0.0047
H -1.464 -1.612 -2.952 0.0311 -0.0383 0.0177
H -1.180 -4.052 -3.502 -0.0018 -0.0174 -0.0143
H 0.216 -5.407 -1.904 -0.0084 -0.0285 -0.0072
B 2.572 2.740 -0.664 0.0038 -0.0934 0.1345
N 2.704 1.363 -1.386 -0.0822 0.1464 -0.0817
C 3.802 1.021 -2.057 0.0250 -0.0147 -0.1025
C 3.664 -0.275 -2.525 0.0220 0.0412 0.0360
C 2.411 -0.655 -2.079 -0.0992 -0.0671 -0.0760
N 1.828 0.336 -1.389 0.2439 -0.1702 0.0998
N 1.080 3.148 -0.516 0.0845 -0.0369 -0.0216
C 0.698 4.410 -0.310 -0.0350 0.0616 -0.0640
C -0.675 4.448 -0.148 0.0492 -0.0124 0.0621
C -1.057 3.121 -0.276 -0.2113 -0.0560 -0.0016
N 0.004 2.343 -0.478 0.0692 0.4138 -0.2829
H 3.093 3.560 -1.390 0.0404 -0.0050 0.0745
H 3.112 2.694 0.420 -0.0835 -0.0654 -0.0160
H 4.604 1.732 -2.160 0.0139 0.0186 -0.0185
H 4.355 -0.849 -3.115 0.0203 -0.0080 -0.0086
H 1.902 -1.586 -2.256 -0.0074 0.0269 0.0255
H 1.435 5.194 -0.301 0.0310 0.0433 -0.0151
H -1.299 5.302 0.042 -0.0302 0.0384 -0.0004
H -2.039 2.683 -0.274 -0.0245 0.0002 0.0702
C -4.948 0.107 -4.715 -0.0056 -0.0419 -0.0401
C -3.510 -0.181 -4.359 0.0393 -0.0714 0.0046
O -3.001 0.977 -3.687 -0.0169 0.1668 -0.1091
P -1.475 1.189 -3.267 -0.2816 -0.1574 0.3458
O -1.369 0.600 -1.839 0.1321 0.2204 -1.1595
Te 0.037 0.459 -4.885 0.0339 -0.0487 -0.0480
O -1.466 2.754 -3.026 0.0152 0.0302 -0.0078
C -1.443 3.723 -4.080 0.0581 0.0085 0.0250
C -2.844 4.203 -4.385 -0.0094 0.0266 -0.0206
H -5.395 -0.769 -5.189 -0.0009 0.0031 -0.0119
H -5.017 0.948 -5.406 0.0039 0.0156 -0.0069
H -5.519 0.341 -3.817 0.0036 -0.0155 0.0344
H -2.893 -0.376 -5.242 -0.0479 0.0304 0.0270
H -3.450 -1.033 -3.681 -0.0101 0.0129 -0.0217
H -0.958 3.290 -4.959 -0.0159 0.0175 0.0116
H -0.818 4.534 -3.706 -0.0185 -0.0031 -0.0106
H -3.455 3.399 -4.792 0.0037 -0.0260 -0.0032
H -2.802 5.017 -5.111 -0.0133 0.0182 -0.0297
H -3.323 4.573 -3.478 0.0001 0.0174 0.0197
```
Forces are in eV/Å.

Properties
LUMO energy (eV): 2.14
ΔE to the lowest compared entry with this formula, charge and spin (eV): 0.000
Net charge: -1
HOMO-LUMO gap (eV): 7.37
Multiplicity: 1
Energy (eV): -161053.7985